A) 13
Properties=species:S:1:pos:R:3 method="wB97M-V/def2-TZVPD" e_homo_ev=-9.18 gap_ev=10.00 lumo_energy_ev=0.817 charge=0
N -1.7302 -1.1844 -0.0023
P -2.8424 -0.0050 0.0008
N -0.5122 -0.6434 -0.0027
H 0.2942 -2.5247 -0.0415
C 0.6433 -1.4955 0.0021
H 0.4885 2.5488 0.0237
H 1.2765 -1.2873 -0.8621
H 1.3444 1.2431 0.8668
C -0.5193 0.7030 0.0002
N -1.7206 1.2195 0.0023
C 0.7363 1.4923 -0.0017
H 1.2251 -1.3482 0.9145
H 1.3163 1.2817 -0.9001

---

B) 13
Properties=species:S:1:pos:R:3 method="wB97M-V/def2-TZVPD" e_homo_ev="-7.29 / -7.29" gap_ev="6.64 / 6.64" lumo_energy_ev="-0.653 / -0.649" charge=0
H -1.2465 1.6734 1.7500
C 0.0541 -0.2703 -1.4910
C -0.7954 1.2320 0.7683
H -0.0629 1.9872 0.3215
C 0.4992 -0.5862 -0.1217
H 0.3742 0.6917 -1.6770
H -1.0052 -0.1641 -1.5344
H -1.5833 1.0875 0.1250
N 0.1411 0.0991 1.0785
N 0.2943 -0.1683 2.2635
P 1.8309 -2.9129 0.6714
N 0.9981 -1.7922 -0.0133
H 0.5013 -0.8768 -2.1408

---

C) 13
Properties=species:S:1:pos:R:3 method="wB97M-V/def2-TZVPD" e_homo_ev=-9.30 gap_ev=8.59 lumo_energy_ev=-0.706 charge=0
H -1.6549 0.6974 -1.5076
N 2.1046 -0.8666 -0.2395
H -1.5533 -1.5561 -0.3271
H 3.6369 0.5621 0.0752
C -2.2076 -0.8905 0.2319
H 1.4172 2.2326 0.4932
N 0.8197 -0.8321 -0.2273
P -1.7556 0.8490 -0.1116
C 1.5066 1.1971 0.2422
H -2.0943 -1.0892 1.2974
H -3.2499 -1.0565 -0.0441
C 2.5846 0.3623 0.0410
N 0.4459 0.3905 0.0761

---

It comes down to A), which is 0.0889 hartree more stable than the next structure.